Here is C33H41Cl2IrN2O2Te as an isolated structure from OMol25. Energies are from ωB97M-V/def2-TZVPD.

XYZ file:
```
82
Properties=species:S:1:pos:R:3:forces:R:3:mulliken_spin:R:1
Ir -0.2191 -0.5520 -0.0571 0.119 0.029 -0.249 2.4091
C 1.9105 1.1567 -0.1561 0.086 -0.024 -0.010 0.1897
C 0.9324 1.5482 0.7916 0.014 0.142 0.216 0.2487
C 0.7912 0.4189 1.7268 -0.164 0.143 -0.097 0.0534
C 1.7553 -0.5523 1.3104 0.099 0.066 -0.071 0.1470
C 2.4730 -0.0883 0.1797 0.041 0.040 0.002 0.2873
C 3.7173 -0.6864 -0.4352 -0.081 0.035 0.040 -0.0055
C 4.8854 0.2410 -0.0550 0.046 0.009 -0.004 0.0423
C 3.9986 -2.0807 0.1231 0.023 -0.016 0.008 0.0193
C 3.6139 -0.7423 -1.9609 -0.001 -0.006 -0.032 0.0377
C -0.0321 0.2119 3.0125 0.097 -0.032 -0.031 -0.1096
C -1.5409 0.3276 2.7592 -0.087 0.002 0.015 0.0178
C 0.2189 -1.2062 3.5493 -0.025 -0.045 0.008 -0.0045
C 0.3946 1.1813 4.1206 0.022 -0.030 0.053 0.0101
C 0.5719 3.0350 0.9032 0.053 -0.108 -0.016 -0.0065
C 0.7200 3.7371 -0.4551 -0.021 0.041 -0.046 -0.0118
C 1.6389 3.6585 1.8282 0.046 0.026 -0.014 0.0360
C -0.8099 3.3636 1.4615 -0.014 0.028 0.041 0.0358
H 2.2178 1.7590 -0.9958 0.005 -0.013 0.002 0.0111
H 1.9590 -1.4731 1.8288 -0.084 -0.060 -0.086 0.0148
H 4.9741 0.3442 1.0279 -0.011 -0.011 0.002 0.0008
H 4.7558 1.2358 -0.4840 -0.007 -0.001 0.001 -0.0020
H 5.8212 -0.1724 -0.4356 0.001 0.005 -0.002 0.0042
H 4.2134 -2.0482 1.1932 -0.010 0.017 0.002 -0.0004
H 4.8723 -2.5051 -0.3729 0.000 0.002 0.004 -0.0008
H 3.1588 -2.7575 -0.0305 -0.005 -0.010 -0.021 -0.0046
H 3.4130 0.2402 -2.3913 -0.011 0.002 0.015 0.0002
H 2.8235 -1.4184 -2.2817 0.003 -0.027 0.005 -0.0146
H 4.5564 -1.1023 -2.3769 0.000 0.012 -0.008 0.0001
H -1.8515 -0.2401 1.8730 0.059 -0.049 0.001 -0.0183
H -1.8809 1.3476 2.6137 0.010 0.018 -0.039 0.0086
H -2.0898 -0.0942 3.6042 0.014 0.060 0.030 0.0005
H -0.0460 -1.9786 2.8218 0.000 0.015 -0.016 0.0091
H -0.3941 -1.3574 4.4379 0.002 -0.008 0.000 -0.0021
H 1.2586 -1.3534 3.8424 -0.005 0.008 0.015 0.0011
H 0.1497 2.2157 3.9015 -0.014 0.014 -0.021 0.0005
H 1.4686 1.1149 4.3043 0.002 -0.005 -0.013 0.0017
H -0.1176 0.9131 5.0468 -0.001 0.007 -0.002 0.0014
H 1.7560 3.7668 -0.7916 -0.003 0.011 0.012 0.0037
H 0.3853 4.7699 -0.3547 0.017 0.006 -0.010 0.0002
H 0.1280 3.2756 -1.2489 -0.026 -0.017 0.048 0.0242
H 2.6407 3.4915 1.4287 -0.006 0.002 -0.003 0.0007
H 1.6056 3.2510 2.8360 -0.013 -0.023 0.003 -0.0003
H 1.4752 4.7361 1.8931 -0.004 -0.001 0.004 -0.0019
H -1.6107 2.8826 0.9052 -0.069 -0.051 -0.075 -0.0130
H -0.9659 4.4421 1.4030 0.002 -0.009 -0.006 0.0020
H -0.9092 3.0901 2.5071 0.005 -0.008 0.027 0.0053
Cl 1.6851 -5.2325 -5.8210 -0.019 0.050 0.040 0.0013
C 1.2127 -3.9827 -4.7197 -0.010 0.021 -0.020 0.0091
C 0.8329 -2.7322 -5.2171 0.015 -0.036 -0.048 -0.0051
C 0.4598 -1.7260 -4.3597 0.004 0.054 -0.262 0.0058
Cl -0.0063 -0.1885 -5.0099 0.016 -0.067 0.069 0.0015
C 0.4423 -1.8948 -2.9565 0.052 0.010 0.094 0.0611
O 0.0927 -0.8918 -2.2088 -0.100 0.005 0.067 0.1518
C 0.8145 -3.1753 -2.4857 0.104 -0.236 0.118 -0.0492
C 0.8540 -3.5127 -1.0823 -0.132 0.178 0.028 0.0064
O 0.5217 -2.8068 -0.1341 0.147 -0.230 0.225 0.1160
C 1.2043 -4.2008 -3.3688 -0.029 0.084 -0.038 -0.0079
H 0.8344 -2.5510 -6.2834 0.004 -0.007 0.001 0.0005
H 1.2250 -4.5236 -0.8538 -0.020 -0.031 -0.026 0.0067
H 1.4966 -5.1645 -2.9711 0.002 0.001 0.008 -0.0002
Te -1.7588 1.2444 -1.7554 0.222 0.117 0.036 1.1434
C -3.4421 1.9486 -0.7664 -0.025 -0.078 0.002 -0.0019
C -3.9822 3.1796 -1.1385 -0.130 0.001 0.100 0.0224
C -5.0869 3.6725 -0.4588 0.039 -0.006 -0.040 -0.0231
C -5.6651 2.9295 0.5615 -0.029 0.000 0.012 0.0589
C -5.1414 1.6915 0.9137 0.029 -0.020 -0.017 -0.0231
C -4.0235 1.2007 0.2579 -0.080 0.123 0.073 -0.0312
H -3.5455 3.7533 -1.9458 0.017 -0.010 -0.015 -0.0041
H -5.5025 4.6325 -0.7340 -0.003 0.000 0.001 -0.0010
H -6.5336 3.3130 1.0802 0.003 0.005 0.003 0.0028
H -5.6015 1.1113 1.7029 -0.006 0.006 0.002 -0.0009
H -3.6048 0.2439 0.5412 -0.007 -0.002 -0.022 -0.0090
N -2.4441 -2.2334 -1.4691 -0.004 -0.004 0.060 0.0153
C -3.3415 -3.2290 -1.4045 -0.001 -0.005 -0.027 0.0058
C -3.5390 -3.5119 -0.0718 0.013 0.036 0.008 0.0043
C -2.6958 -2.6271 0.6095 -0.002 0.030 0.056 0.0149
N -2.0386 -1.8529 -0.2461 -0.164 -0.150 -0.177 0.1130
H -2.0146 -1.8075 -2.2781 0.003 -0.002 0.003 -0.0209
H -3.7662 -3.6552 -2.2973 -0.009 -0.002 0.000 0.0013
H -4.1963 -4.2507 0.3495 -0.005 -0.005 0.001 0.0014
H -2.5336 -2.5173 1.6695 0.001 -0.017 0.002 0.0055
```
Forces are in eV/Å.

Summary:
ΔE to the lowest compared entry with this formula, charge and spin ... 0.0 kcal per mole
LUMO (spin up / spin down) ... -0.104 / -0.184 Ha
Gap between HOMO and LUMO (spin up / spin down) ... 7.149 / 5.709 eV
Multiplicity ... 6
Total charge ... +1

---

Here is a 7-piece molecular cluster, C24H58ClN6O8 overall from OMol25. Energies are from ωB97M-V/def2-TZVPD.

XYZ file:
```
97
Properties=species:S:1:pos:R:3:forces:R:3:lowdin_charge:R:1
Cl 16.7402 -8.0682 -26.3098 5.992 -0.925 0.646 0.6136
O 17.4071 -8.0152 -27.6182 -1.548 0.448 -0.024 -0.4213
O 16.9854 -6.8454 -25.5961 -1.319 1.214 -0.308 -0.3956
O 15.3776 -8.4200 -26.3986 -1.484 -0.202 -0.170 -0.3634
O 17.5595 -9.0428 -25.5608 -1.641 -0.560 -0.198 -0.4332
C 25.0410 1.2037 -27.3783 -1.534 0.755 -0.853 -0.0904
C 23.7880 0.3413 -27.0957 0.093 -0.855 0.359 -0.2356
N 24.0606 -1.1102 -27.3540 -0.490 2.535 -0.154 -0.1987
C 24.4300 -1.3347 -28.7514 1.741 -1.314 0.642 -0.2369
C 25.4503 -2.5630 -28.7233 -1.562 0.098 -1.987 -0.0761
C 23.0391 -2.0109 -26.8131 2.008 -0.784 -0.764 -0.2661
C 23.0182 -1.9811 -25.3261 -2.095 -0.009 1.441 -0.1085
H 24.8831 2.2219 -27.0228 0.279 -0.116 1.017 0.0620
H 25.0248 1.4916 -28.4295 0.405 -0.673 -0.430 0.0518
H 26.0085 0.7710 -27.1238 -0.313 0.014 0.253 0.0793
H 23.3457 0.5007 -26.1123 1.047 -0.462 0.740 0.0915
H 22.8806 0.6878 -27.5903 0.111 0.250 -1.362 0.1071
H 23.6153 -1.4553 -29.4654 -0.703 -0.846 0.290 0.1041
H 24.9339 -0.5382 -29.2990 0.292 0.634 1.113 0.0891
H 26.3034 -2.4093 -29.3840 0.240 0.342 0.295 0.0518
H 25.7670 -2.9606 -27.7591 -0.281 0.479 -0.008 0.0699
H 24.8867 -3.3148 -29.2758 0.233 -0.755 0.338 0.0518
H 23.3853 -3.0161 -27.0534 -0.036 -0.138 -0.468 0.1089
H 22.0520 -1.9200 -27.2663 -0.303 0.341 0.047 0.1217
H 23.9203 -2.0800 -24.7224 0.311 0.434 -0.670 0.0850
H 22.3911 -2.7964 -24.9653 -0.007 -0.480 -0.212 0.0749
H 22.3778 -1.1618 -24.9994 0.558 0.546 0.367 0.0634
C 8.9546 1.4113 -22.9163 -1.210 0.135 0.597 -0.0885
C 7.7958 0.7028 -23.6275 0.847 0.497 0.197 -0.2886
N 8.1650 -0.6778 -23.8473 -1.243 -1.379 -1.278 -0.1638
C 9.2344 -0.9347 -24.8446 1.224 -0.653 1.413 -0.2215
C 9.9958 -2.3333 -24.6446 -2.231 1.099 -0.442 -0.0581
C 6.9923 -1.4611 -24.3226 1.554 -1.062 -1.296 -0.3040
C 5.7577 -1.3970 -23.5603 -1.646 1.134 1.550 -0.1231
H 9.8291 1.7086 -23.4950 -0.269 -0.124 -0.169 0.0645
H 9.2443 0.7515 -22.0985 0.284 0.086 -0.008 0.0778
H 8.4723 2.2782 -22.4646 0.533 0.418 0.080 0.0641
H 6.8912 0.7811 -23.0244 0.289 -0.558 0.705 0.0974
H 7.4160 1.2988 -24.4574 0.523 -0.113 -1.158 0.1128
H 10.0704 -0.2489 -24.7071 -0.425 0.588 -0.108 0.0945
H 8.8414 -0.8301 -25.8558 0.021 -0.069 -0.224 0.1015
H 9.2646 -3.0750 -24.3231 0.099 -0.116 0.104 0.0469
H 10.7695 -2.2672 -23.8797 0.125 0.015 -0.455 0.0697
H 10.2803 -2.6256 -25.6553 0.754 -0.149 0.322 0.0669
H 6.7169 -1.2408 -25.3540 0.291 0.624 -0.564 0.1116
H 7.2552 -2.5137 -24.4273 0.568 -0.031 0.368 0.1042
H 5.1635 -0.5422 -23.8832 -0.178 0.142 0.100 0.0718
H 5.1029 -2.2614 -23.6716 0.282 -0.138 0.032 0.0806
H 5.9804 -1.2143 -22.5090 -0.192 -0.348 0.235 0.0834
C 15.6621 -15.7241 -27.5021 0.574 -1.009 5.442 -0.3388
O 15.4713 -16.4368 -26.4699 -0.006 1.842 -2.289 -0.0533
N 15.6887 -16.2016 -28.7004 -0.563 -1.340 -4.332 -0.1713
C 15.9869 -15.3721 -29.8774 0.116 0.356 -0.145 -0.0487
C 15.2641 -17.5896 -28.9669 1.005 -0.564 0.982 -0.0358
H 15.9886 -14.6784 -27.3923 -0.308 0.007 -0.166 0.1426
H 15.1615 -15.2847 -30.5840 -0.423 -0.065 0.336 0.0835
H 16.8078 -15.7157 -30.5068 0.226 -0.669 0.413 0.0812
H 16.2976 -14.3630 -29.6064 -0.286 -0.040 0.406 0.0877
H 15.3421 -18.1694 -28.0471 -0.303 0.484 0.341 0.0781
H 14.2533 -17.7500 -29.3417 0.069 0.557 -0.256 0.0900
H 16.0093 -18.1240 -29.5562 -0.105 0.455 -0.705 0.0848
C 18.1544 0.0298 -31.9987 -1.597 1.506 1.398 -0.3165
O 18.1066 1.0947 -31.3606 1.073 -1.641 -1.368 -0.0150
N 17.3345 -1.0082 -31.7419 0.611 0.806 1.326 -0.2115
C 17.2794 -2.0595 -32.6696 -0.734 -1.580 -0.862 -0.0971
C 16.5803 -1.1399 -30.4982 -0.078 -0.336 0.428 -0.0291
H 18.7033 -0.2771 -32.9024 0.682 1.108 -0.007 0.1267
H 16.2172 -2.1395 -32.9008 -0.030 -0.848 -0.271 0.0954
H 17.7197 -2.9959 -32.3270 -0.423 -0.240 0.481 0.0960
H 17.7905 -1.9277 -33.6233 0.070 0.858 0.117 0.0849
H 16.9780 -1.9196 -29.8486 0.512 -0.182 -0.165 0.0925
H 16.5841 -0.2399 -29.8834 0.063 0.171 -0.594 0.0881
H 15.5573 -1.4840 -30.6507 -0.144 0.365 -0.462 0.0855
C 15.0327 -9.0347 -19.1887 -0.014 3.769 0.716 -0.3443
O 15.0267 -7.9271 -18.6305 0.510 -1.353 -0.113 -0.0230
N 13.9913 -9.8486 -19.1840 -0.513 1.732 -0.427 -0.2067
C 14.0836 -10.9004 -20.1288 0.457 -3.245 1.019 -0.0837
C 12.7763 -9.6514 -18.3665 0.770 -0.757 -0.269 -0.0157
H 15.8747 -9.3297 -19.8339 -0.082 -0.211 0.173 0.1400
H 13.1437 -11.2463 -20.5590 0.084 0.238 0.107 0.0951
H 14.5340 -11.6522 -19.4807 -0.799 -1.576 -0.159 0.0867
H 14.8939 -10.9661 -20.8549 -0.335 1.599 -0.481 0.0940
H 12.8257 -8.9019 -17.5767 0.728 0.241 -0.525 0.0855
H 11.9213 -9.4179 -19.0009 -0.056 -0.252 0.037 0.0890
H 12.6889 -10.5994 -17.8356 -0.738 -0.160 -0.091 0.0832
C 25.0812 -9.5891 -28.8056 1.084 2.596 -0.556 -0.3456
O 26.1090 -9.3140 -28.1904 -0.920 -1.210 0.806 -0.0043
N 25.1368 -9.7104 -30.1319 -2.510 -1.402 -3.958 -0.1870
C 26.3361 -9.9840 -30.8772 0.894 1.831 0.045 -0.0770
C 23.9235 -9.5017 -31.0846 0.504 -1.545 2.768 -0.0116
H 24.0326 -9.4334 -28.5082 0.158 -0.389 0.843 0.1354
H 27.1542 -10.3493 -30.2565 -0.302 -0.233 -0.048 0.0894
H 26.6284 -8.9909 -31.2183 0.756 0.191 -0.176 0.0878
H 26.2078 -10.5082 -31.8243 -0.444 -0.648 0.478 0.0813
H 23.7117 -10.4173 -31.6369 0.619 0.046 -0.415 0.0750
H 23.0744 -9.5097 -30.4011 -0.219 0.767 -0.113 0.0728
H 23.9524 -8.6263 -31.7334 0.372 0.004 0.347 0.0838
```
Forces are in eV/Å.

Summary:
ΔE to the lowest compared entry with this formula, charge and spin ... 134.2 kcal per mole
LUMO ... 0.077 Ha
Gap between HOMO and LUMO ... 7.410 eV
Total charge ... -1

---

Here is C11H14BN7Re as an isolated structure from OMol25. Energies are from ωB97M-V/def2-TZVPD.

XYZ file:
```
34
Properties=species:S:1:pos:R:3:forces:R:3:mulliken_spin:R:1
H 1.4247 0.3830 3.4194 0.060 -0.128 -0.108 0.0071
N 0.1445 0.1987 1.7402 1.242 0.254 2.262 0.3097
B -1.7080 0.1995 0.1207 -0.246 0.599 -0.002 -0.0134
N -1.2054 0.3284 1.5835 -1.986 0.255 2.054 0.0441
C -1.8015 0.4938 2.7829 -0.844 -0.254 -3.741 0.2939
Re 1.4034 -0.2371 -0.8963 2.896 0.480 0.749 1.7490
H -2.8754 0.5878 2.8614 0.038 0.015 0.101 -0.0045
C -0.7940 0.5161 3.7479 1.634 0.069 0.876 0.3169
H -0.9041 0.6270 4.8024 -0.139 0.050 0.501 -0.0088
C 0.4174 0.3564 3.0360 -0.102 -0.087 -1.230 0.0626
H -2.9032 0.2639 0.0878 0.195 -0.212 -0.127 0.0006
C 3.2449 -1.1089 -0.8197 0.148 -0.076 -0.351 -0.0295
H 3.7754 -1.1189 0.1397 -0.004 -0.078 -0.394 0.0140
H 3.5955 -0.2285 -1.4123 0.727 -0.089 -0.111 0.0407
H 3.4253 -2.0085 -1.4282 -0.124 0.135 0.158 0.0330
N -1.1846 -1.1997 -0.3338 0.789 -0.394 -1.041 0.0507
N -1.0840 1.3543 -0.7073 1.423 -0.530 -0.902 0.0147
N 0.2323 -1.5402 -0.3984 -4.536 -3.019 1.105 0.0544
N 0.3078 1.4749 -0.8059 -2.040 2.741 0.191 0.0505
C -1.8864 -2.2356 -0.7865 0.967 0.821 0.819 0.0226
C -1.6368 2.2259 -1.5645 0.169 -0.073 0.170 0.0261
H -2.9592 -2.1289 -0.8353 -0.057 -0.245 -0.130 0.0021
H -2.7157 2.2631 -1.6553 0.175 0.151 -0.074 0.0005
C -1.0301 -3.3133 -1.0345 0.811 -0.213 0.349 0.0302
C -0.6320 2.9703 -2.1814 -0.023 0.287 0.154 0.0036
C 0.2525 -2.9160 -0.6921 -0.921 0.885 -0.686 -0.0275
C 0.5691 2.5599 -1.6170 -1.004 -1.488 0.331 0.0291
H -1.3393 -4.2759 -1.3915 0.069 -0.253 0.048 0.0017
H -0.7623 3.7067 -2.9582 -0.037 0.161 0.239 0.0004
H 1.1915 -3.4491 -0.6928 -0.052 0.002 -0.077 0.0004
H 1.5868 2.9068 -1.7681 -0.189 -0.124 -0.048 -0.0050
H 0.5865 -0.0870 -2.3242 0.583 0.190 -0.499 -0.0503
N 2.8928 1.5049 1.4337 -1.360 -1.481 -2.306 0.0327
C 2.3716 0.9260 0.5478 1.738 1.649 1.720 -0.0523
```
Forces are in eV/Å.

Summary:
ΔE to the lowest compared entry with this formula, charge and spin ... 67.7 kcal per mole
LUMO (spin up / spin down) ... -0.330 / -0.402 Ha
Gap between HOMO and LUMO (spin up / spin down) ... 7.199 / 5.525 eV
Multiplicity ... 4
Total charge ... +2